This record from OMol25 describes C21H28N4O3 in the gas phase. The level of theory is ωB97M-V/def2-TZVPD.

Properties
LUMO level ... 0.027 hartree

Cartesian coordinates (Å):
1 C -4.73326 0.56258 -2.60665
2 C -5.18483 1.19292 -1.29137
3 O -4.25995 2.13341 -0.79089
4 C -3.11397 1.70511 -0.19450
5 C -2.78906 0.39089 0.09260
6 C -1.59497 0.07723 0.72815
7 C -0.70514 1.07763 1.06605
8 C 0.56465 0.75188 1.79456
9 O 0.58348 0.58068 3.00159
10 N 1.67773 0.68566 1.02975
11 C 1.66465 0.64855 -0.41249
12 C 1.65486 -0.80682 -0.89432
13 C 2.48366 -1.72416 0.05049
14 C 3.55541 -0.87564 0.75544
15 C 2.92566 0.22756 1.61227
16 N 1.69414 -2.40348 1.07377
17 C 0.89658 -3.52811 0.63163
18 C 1.82365 -4.69446 0.25757
19 C 2.84912 -4.12415 -0.64806
20 N 3.66515 -4.76227 -1.54284
21 C 4.40601 -3.79398 -2.14426
22 N 4.11680 -2.60534 -1.69724
23 C 3.14694 -2.79501 -0.75666
24 C -1.02228 2.40638 0.79192
25 C -2.21416 2.73568 0.17159
26 O -2.61511 3.99244 -0.15999
27 C -1.89952 5.10693 0.32994
28 C -2.12837 5.34840 1.81930
29 H -4.55121 1.34211 -3.34197
30 H -3.81443 -0.00293 -2.47243
31 H -5.50708 -0.10283 -2.97988
32 H -5.40176 0.42058 -0.54231
33 H -6.09610 1.77480 -1.45614
34 H -3.46420 -0.41092 -0.16064
35 H -1.37086 -0.95340 0.96006
36 H 0.79218 1.18331 -0.79089
37 H 2.56502 1.15841 -0.76640
38 H 0.62655 -1.17333 -0.92998
39 H 2.07033 -0.86108 -1.90053
40 H 4.20270 -0.45882 -0.01607
41 H 4.15746 -1.52607 1.38850
42 H 2.69557 -0.13577 2.61636
43 H 3.61589 1.07474 1.70309
44 H 1.13166 -1.73967 1.59050
45 H 0.24276 -3.82220 1.45513
46 H 0.26275 -3.29265 -0.24297
47 H 2.29309 -5.09109 1.16206
48 H 1.25991 -5.49822 -0.22190
49 H 3.70532 -5.75350 -1.71338
50 H 5.13780 -4.00170 -2.89848
51 H -0.31556 3.16952 1.07765
52 H -2.29242 5.94873 -0.24724
53 H -0.82812 5.01121 0.11047
54 H -1.60824 6.25094 2.12863
55 H -3.19153 5.46827 2.01139
56 H -1.76533 4.51105 2.41007

For reference, the Löwdin charges in units of e are: atom 1 (C): -0.0622, atom 2 (C): -0.2437, atom 3 (O): -0.0318, atom 4 (C): -0.1858, atom 5 (C): -0.0047, atom 6 (C): -0.0275, atom 7 (C): -0.1620, atom 8 (C): -0.4429, atom 9 (O): 0.0733, atom 10 (N): -0.0491, atom 11 (C): -0.1275, atom 12 (C): -0.0665, atom 13 (C): -0.4023, atom 14 (C): -0.0908, atom 15 (C): -0.1231, atom 16 (N): 0.0314, atom 17 (C): -0.2098, atom 18 (C): -0.1090, atom 19 (C): -0.2041, atom 20 (N): 0.1112, atom 21 (C): -0.1909, atom 22 (N): 0.1269, atom 23 (C): -0.2125, atom 24 (C): 0.0382, atom 25 (C): -0.1785, atom 26 (O): -0.0305, atom 27 (C): -0.2414, atom 28 (C): -0.0594, atom 29 (H): 0.0799, atom 30 (H): 0.0659, atom 31 (H): 0.0761, atom 32 (H): 0.1162, atom 33 (H): 0.1243, atom 34 (H): 0.1073, atom 35 (H): 0.1139, atom 36 (H): 0.1205, atom 37 (H): 0.1313, atom 38 (H): 0.1062, atom 39 (H): 0.1161, atom 40 (H): 0.1147, atom 41 (H): 0.1261, atom 42 (H): 0.1190, atom 43 (H): 0.1285, atom 44 (H): 0.1017, atom 45 (H): 0.1205, atom 46 (H): 0.1158, atom 47 (H): 0.1186, atom 48 (H): 0.1146, atom 49 (H): 0.1546, atom 50 (H): 0.1114, atom 51 (H): 0.1241, atom 52 (H): 0.1242, atom 53 (H): 0.1159, atom 54 (H): 0.0770, atom 55 (H): 0.0808, atom 56 (H): 0.0692